Here is C13H19BiF3IN4O4S as an isolated structure at a distorted geometry from the OMol25 dataset. Energies are from ωB97M-V with the def2-TZVPD basis set.

Calculated values
- ΔE to the lowest compared entry with this formula, charge and spin: 16.7 kJ/mol
- HOMO level (alpha / beta): 2.25 / 2.32 eV
- Charge: -2
- Kohn-Sham gap (alpha / beta): 2.095 / 2.084 eV
- DFT total energy: -2236.61927 Ha

The geometry in XYZ format:
```
46
Properties=species:S:1:pos:R:3:forces:R:3
C -2.282499 0.448649 -3.762835 -2.6 0.0 1.9
I -1.500504 1.638950 -5.264925 0.9 0.4 -1.8
H -3.278300 -0.105086 -4.071503 1.7 1.4 0.5
H -1.639812 -0.271920 -3.234138 0.5 0.4 -0.5
H -2.400032 1.354188 -3.063820 -0.5 -2.1 -0.3
C 0.278943 4.312555 1.617252 -0.7 -0.4 -0.8
C -0.916776 4.550674 1.010652 0.7 -0.7 0.0
N -1.196613 3.419341 0.243686 -0.1 0.8 0.6
C -0.221205 2.472504 0.353133 -0.3 1.1 0.4
N 0.687680 3.047570 1.193671 -0.2 0.7 0.4
H 0.858198 4.928623 2.268642 0.2 0.1 0.2
H -1.573659 5.394871 1.048228 -0.1 0.2 0.0
C 2.064303 -3.567649 -1.532306 1.8 0.6 -0.1
C 0.588551 -1.887629 -1.155869 -0.2 -1.2 -0.5
N 1.907109 -2.213797 -1.282413 -0.2 -0.4 -0.1
H 0.529745 -5.137901 -1.710566 0.2 0.4 0.1
N -0.052855 -3.093831 -1.283203 0.6 -0.3 0.0
H 3.057232 -3.997818 -1.682402 -0.5 0.1 0.1
Bi -0.131155 0.305816 -0.622867 0.7 0.8 -2.0
C -2.566804 -0.716995 0.880397 -4.0 0.5 -5.6
O -3.245353 -0.641577 -0.123382 2.6 -0.7 5.3
C 0.853791 -4.109580 -1.544748 -1.3 -1.0 0.0
C -1.473393 -3.337462 -1.158697 0.0 -0.1 -0.1
H -1.617016 -4.421615 -1.252388 0.0 0.2 0.1
H -2.038633 -2.848522 -1.966053 0.1 0.1 0.3
H -1.851066 -3.022399 -0.177899 0.2 0.0 -0.3
C 3.005275 -1.289446 -1.103099 0.3 0.1 0.0
H 3.905011 -1.740726 -1.542620 -0.1 0.0 0.0
H 3.178346 -1.104227 -0.031896 -0.2 0.0 -0.4
H 2.794030 -0.337742 -1.606792 -0.1 -0.3 0.2
C 1.917835 2.434376 1.650857 0.4 -0.4 0.3
H 2.683117 3.208406 1.831832 -0.3 -0.1 -0.1
H 2.301937 1.724673 0.898125 -0.4 0.2 0.1
H 1.775680 1.876663 2.594423 -0.1 0.2 -0.5
C -2.407039 3.291712 -0.545019 -0.4 -0.3 -0.2
H -2.182591 3.166678 -1.620991 0.1 0.0 0.5
H -3.004148 4.208410 -0.416794 0.2 -0.2 0.0
H -3.018657 2.424553 -0.223646 0.5 0.4 -0.1
F 1.676517 -2.044222 4.779894 -0.3 0.4 -0.2
C 0.995607 -1.082939 4.112793 0.5 1.1 -0.4
F -0.042546 -0.697235 4.885416 0.3 -0.3 -0.2
F 1.838648 0.017666 4.038087 -0.5 -0.9 0.3
S 0.499595 -1.576392 2.365113 -1.5 0.8 0.1
O 1.776526 -1.790209 1.746464 0.7 -0.3 0.1
O -0.290472 -2.768150 2.645691 0.2 0.4 -0.2
O -0.242532 -0.421797 1.816536 1.5 -1.7 2.9
```
Forces are in eV/Å.

Atom charges from the Löwdin analysis, given in e for atoms 1 to 6:
1. C -0.7771
2. I 0.3572
3. H 0.0131
4. H -0.0830
5. H -0.0760
6. C -0.0913



Here is C13H19BiIN5OS as an isolated structure at a distorted geometry from the OMol25 dataset. Energies are from ωB97M-V with the def2-TZVPD basis set.

Calculated values
- ΔE to the lowest compared entry with this formula, charge and spin: 0.0 kJ/mol
- HOMO level (alpha / beta): 1.59 / 2.61 eV
- Charge: -2
- Kohn-Sham gap (alpha / beta): 2.545 / 1.801 eV
- DFT total energy: -1766.10757 Ha

The geometry in XYZ format:
```
41
Properties=species:S:1:pos:R:3:forces:R:3
C -2.412949 -0.326232 -2.376200 -0.8 -0.8 -0.2
I 0.766370 1.375539 -2.344625 0.5 0.7 -1.2
H -3.315214 -0.870140 -2.710206 0.0 0.1 0.1
H -1.521157 -0.811349 -2.801987 -0.2 0.4 0.0
H -2.479362 0.703979 -2.745954 0.3 -0.2 0.1
C 0.360044 4.040258 2.136618 0.1 -0.4 -0.2
C -0.855920 4.267127 1.611517 -0.2 -0.3 -0.5
N -1.195927 3.135832 0.867129 0.4 0.6 0.8
C -0.231663 2.188649 0.977705 -0.4 1.5 0.1
N 0.763237 2.778505 1.698753 -1.0 0.4 0.2
H 0.935293 4.639223 2.816744 0.2 0.0 -0.1
H -1.511349 5.117154 1.673224 0.0 0.1 0.0
C 2.287832 -3.760224 -1.118199 0.0 0.5 0.1
C 0.812459 -2.105143 -0.639475 0.0 -1.6 -0.9
N 2.130221 -2.415914 -0.774164 -0.4 -0.8 0.0
H 0.749130 -5.285131 -1.461203 -0.1 0.0 0.0
N 0.151185 -3.269143 -0.903255 0.9 -0.5 -0.2
H 3.247865 -4.222575 -1.261613 0.0 0.1 0.0
Bi -0.155009 -0.066248 0.100999 0.6 0.0 0.2
C -2.281685 -0.313295 -0.884048 0.9 0.9 1.1
O -3.123117 -0.400546 -0.003792 -0.6 -0.1 -1.3
C 1.053539 -4.284231 -1.216761 -0.3 0.2 0.2
C -1.289080 -3.468539 -0.874222 -0.2 -0.1 -0.1
H -1.488533 -4.547819 -0.879874 0.1 0.2 0.0
H -1.776160 -3.037062 -1.761694 0.2 0.0 0.3
H -1.729815 -3.040125 0.035541 0.2 0.1 -0.3
C 3.244550 -1.526652 -0.506156 0.3 0.3 0.2
H 4.117602 -1.863711 -1.075779 -0.2 0.1 0.0
H 3.523401 -1.548285 0.559184 -0.2 0.0 -0.3
H 2.994815 -0.499105 -0.801625 -0.1 -0.3 0.0
C 2.023964 2.167195 2.076209 0.2 -0.3 0.3
H 2.879106 2.820891 1.844676 -0.4 -0.1 -0.1
H 2.134105 1.226542 1.524298 0.0 0.3 0.1
H 2.018220 1.945885 3.151392 -0.1 0.0 -0.2
C -2.407403 3.043153 0.069047 -0.2 -0.2 -0.1
H -2.169419 2.795355 -0.975912 0.1 0.0 0.4
H -2.901674 4.019287 0.086814 0.1 -0.1 0.0
H -3.108563 2.300089 0.474661 0.3 0.1 -0.1
S -0.507157 -1.307283 2.646672 -0.1 -0.7 1.3
C -0.027339 -0.184552 3.771701 0.3 0.7 1.3
N 0.295355 0.588444 4.601558 -0.3 -0.7 -1.1
```
Forces are in eV/Å.

Atom charges from the Löwdin analysis, given in e for atoms 1 to 6:
1. C -0.2011
2. I -0.8952
3. H 0.0619
4. H 0.0289
5. H 0.0516
6. C -0.0732



Here is C13H19BiNO5S as an isolated structure from the OMol25 dataset. Energies are from ωB97M-V with the def2-TZVPD basis set.

Calculated values
- HOMO level: -19.68 eV
- Charge: +3
- Kohn-Sham gap: 8.081 eV
- DFT total energy: -1549.50967 Ha

The geometry in XYZ format:
```
40
Properties=species:S:1:pos:R:3:forces:R:3
Bi -0.237131 -0.097678 -1.608366 0.0 -0.2 0.1
O 0.511728 -4.147964 -3.094734 0.0 -0.6 -0.3
C 0.118123 -3.076548 -2.531382 0.2 0.5 0.2
O 0.834614 -2.099266 -2.274685 -0.2 0.3 0.0
C -1.334098 -3.033766 -2.154980 -0.4 -0.4 -0.1
C -2.251630 -4.050176 -2.408599 0.1 0.2 0.1
C -3.572453 -3.856218 -2.005051 0.2 0.1 -0.1
C -3.915397 -2.703443 -1.297867 0.3 0.3 0.0
C -2.933317 -1.738262 -1.068318 -0.3 -0.7 -0.3
N -1.692229 -1.906201 -1.541166 0.1 -0.1 0.1
C -3.076995 -0.458281 -0.308140 0.3 0.1 -0.2
O -4.109158 -0.160779 0.381040 -0.3 0.4 0.3
O -2.116686 0.337611 -0.323593 -0.3 -0.2 -0.1
H 1.457530 -4.199185 -3.354551 -0.2 0.2 0.2
H -1.938955 -4.956236 -2.911934 0.0 0.0 0.0
H -4.329544 -4.593105 -2.244758 0.0 0.0 0.1
H -4.935542 -2.572118 -0.965792 -0.1 0.0 0.1
H -4.900477 -0.730275 0.400699 0.3 -0.1 -0.2
C 4.554288 1.734509 2.506128 0.0 -0.1 0.2
C 3.281470 1.617846 1.671885 0.0 0.2 -0.2
C 2.476526 0.394234 2.093583 0.2 0.1 0.2
S 0.705331 0.247495 1.707077 0.2 0.5 -0.5
O 0.676284 -0.361902 0.198761 0.3 0.1 0.5
C 0.157567 1.991270 1.531399 -0.2 -0.2 -0.1
C 0.415098 2.658818 0.189931 0.2 0.0 0.1
C -0.222273 4.044320 0.128048 0.0 -0.1 -0.1
H 5.160976 2.549640 2.121293 0.1 0.0 0.0
H 5.146875 0.824017 2.482031 0.1 -0.1 -0.1
H 4.326204 1.958604 3.548779 0.0 0.0 0.0
H 3.547374 1.546498 0.614684 -0.1 0.0 0.0
H 2.719916 2.538924 1.827241 -0.1 0.0 -0.1
H 2.471404 0.322524 3.189475 -0.2 -0.1 0.0
H 2.934022 -0.524849 1.716027 -0.2 -0.1 0.1
H 0.654357 2.540015 2.334866 0.1 -0.2 0.1
H -0.911534 1.990591 1.750226 0.0 -0.2 0.1
H -0.034389 2.040869 -0.611288 0.0 0.3 0.0
H 1.482378 2.744097 -0.015047 0.0 -0.2 -0.1
H -1.300411 3.991602 0.257476 -0.1 0.0 0.0
H -0.006990 4.505042 -0.833244 0.0 0.0 0.0
H 0.187142 4.687726 0.902847 0.0 0.0 0.1
```
Forces are in eV/Å.

Atom charges from the Löwdin analysis, given in e for atoms 1 to 6:
1. Bi 2.0805
2. O 0.2716
3. C -0.4230
4. O -0.0512
5. C -0.1269
6. C 0.1111



Here is C13H19Cl2GdN as an isolated structure at a distorted geometry from the OMol25 dataset. Energies are from ωB97M-V with the def2-TZVPD basis set.

Calculated values
- ΔE to the lowest compared entry with this formula, charge and spin: 0.0 kJ/mol
- Expectation value of S²: 16.76
- HOMO level (alpha / beta): -3.01 / -0.44 eV
- Charge: -1
- 2S+1: 8
- Kohn-Sham gap (alpha / beta): 5.963 / 3.079 eV
- DFT total energy: -2247.56094 Ha

The geometry in XYZ format:
```
36
Properties=species:S:1:pos:R:3:forces:R:3
Gd 3.051689 -1.033938 0.911215 -0.6 -0.3 -0.8
Cl 4.338917 1.050138 0.599581 0.9 1.3 -0.5
Cl 3.894588 -2.884710 2.282317 0.6 -1.4 0.8
C -1.264878 -1.594287 -1.575341 3.4 0.2 0.8
H -1.675339 -1.616639 -0.565633 0.1 -0.3 -0.4
H -0.742634 -2.478202 -1.947270 -0.1 0.3 0.2
C -0.472159 0.112093 -1.571118 -3.0 -2.4 1.2
C -1.626280 -0.493700 -2.410774 -1.3 2.0 -0.1
H -0.598771 0.267694 -0.468323 -0.4 0.3 -1.3
C -1.343385 -0.577450 -3.917697 0.1 -0.4 0.3
H -2.656982 -0.214980 -2.201846 -0.1 0.7 -0.3
C 0.164732 -0.698004 -4.110822 0.2 1.1 -0.4
H -1.878301 -1.424639 -4.365200 0.1 -0.1 0.3
H -1.743663 0.297039 -4.433860 0.2 0.2 0.1
C 0.816617 0.663730 -3.700017 0.1 -0.6 -0.4
H 0.525123 -1.502233 -3.466018 0.2 0.1 -0.1
H 0.455981 -0.929743 -5.145525 -0.2 0.0 0.2
C 0.570862 0.947151 -2.203231 1.8 0.3 -0.3
H 1.898435 0.612131 -3.930369 -0.5 0.2 0.2
H 0.390852 1.494170 -4.310487 0.2 -0.7 0.2
H 1.522957 0.898476 -1.639649 -0.2 -0.3 -0.2
H 0.336233 2.032459 -2.088452 -0.4 -0.7 0.1
C -1.538519 1.111553 5.013413 -0.1 0.3 0.2
C -0.591995 0.648720 3.948557 0.2 -0.8 -0.6
C -0.869064 -0.515667 3.202413 -1.7 1.1 2.1
C 0.006709 -0.890719 2.195502 2.6 -0.2 -2.1
N 1.188377 -0.214483 1.979674 -2.1 1.3 1.3
C 1.446898 0.922782 2.716528 1.7 -2.1 -2.6
C 0.578971 1.365270 3.690767 -1.6 1.3 2.0
H -2.537739 1.286054 4.606342 0.0 -0.1 -0.1
H -1.650374 0.387955 5.827586 0.1 0.0 -0.1
H -1.194757 2.058595 5.439177 0.0 -0.1 0.0
H -1.768972 -1.102667 3.418509 0.4 0.2 -0.1
H -0.203792 -1.727443 1.508680 0.3 0.4 0.4
H 2.369002 1.465635 2.441595 -0.6 -0.4 0.2
H 0.800660 2.277863 4.269781 -0.1 -0.6 -0.4
```
Forces are in eV/Å.

Atom charges from the Löwdin analysis, given in e for atoms 1 to 6:
1. Gd 0.5537
2. Cl -0.3108
3. Cl -0.3573
4. C -0.0039
5. H 0.0758
6. H 0.0803